DFT (ωB97M-V with the def2-TZVPD basis set) results for C12H8HgN2O4 as an isolated structure at a distorted geometry.

XYZ file:
```
27
C12H8HgN2O4 | the Open Molecules 2025 dataset | ωB97M-V with the def2-TZVPD basis set
Hg 0.02 -3.11 -0.37
C 0.00 1.86 0.03
O -0.01 3.01 -0.04
C -0.01 2.66 -3.31
O -0.01 3.79 -3.48
C -2.28 0.99 -1.34
O -2.86 1.97 -1.37
C 2.27 1.01 -1.36
O 2.85 2.00 -1.38
C 0.00 -1.77 -4.26
H 0.93 -2.33 -4.07
H -0.93 -2.33 -4.06
C 0.00 -0.50 -4.67
H -0.93 0.05 -4.86
H 0.92 0.06 -4.86
N -0.01 0.53 6.55
C 0.00 0.07 5.46
C 0.00 -0.46 4.12
C -1.22 -0.67 3.44
C -1.17 -0.96 2.07
N 0.00 -1.08 1.42
C 1.17 -0.95 2.07
C 1.22 -0.66 3.45
H -2.18 -0.54 3.96
H -2.07 -1.09 1.46
H 2.09 -1.05 1.46
H 2.19 -0.49 3.95
```

Properties
Total charge = +2
Kohn-Sham gap (alpha / beta) = 5.5 / 3.6 eV
HOMO (alpha / beta) = -16.40 / -16.43 eV